Record 1
Computed, not measured: a 2-piece molecular cluster, C5H9NO2 overall, with ωB97M-V with the def2-TZVPD basis set.

Structure (XYZ):
```
17
Properties=species:S:1:pos:R:3:lowdin_charge:R:1
C 1.066 0.921 -0.719 -0.06
C 0.049 1.425 1.021 -0.18
C -0.461 -2.321 -0.855 -0.02
C 0.165 -1.059 -0.372 -0.33
N -1.243 1.802 0.584 0.00
O 0.227 0.000 -1.250 -0.08
C 0.483 -0.758 0.914 -0.24
O 0.927 -1.151 1.949 0.10
H -1.879 1.018 0.526 0.08
H -1.253 2.285 -0.303 0.07
H 1.004 1.874 -1.235 0.11
H 2.063 0.573 -0.467 0.11
H 0.707 2.286 1.102 0.09
H 0.012 1.047 2.040 0.09
H -0.578 -3.015 -0.023 0.09
H 0.156 -2.801 -1.621 0.08
H -1.446 -2.126 -1.291 0.08
```

## Properties
Electronic energy (Ha): -400.99977
Molar mass (g mol⁻¹): 115.1
Relative energy (zero: lowest compared OMol25 entry of this formula, charge and spin) (kcal/mol): 111.1
Lowest unoccupied orbital energy (hartree): 0.0231
Multiplicity: 1
Strongest force on any atom (eV/A): 2.1
Kohn-Sham gap (eV): 8.49
HOMO level (eV): -7.9



Record 2
Computed, not measured: an isolated molecule of C3H5NO, with ωB97M-V with the def2-TZVPD basis set.

Structure (XYZ):
```
10
Properties=species:S:1:pos:R:3:lowdin_charge:R:1
C -0.056 -0.770 -1.224 -0.24
N 1.062 -0.607 -0.653 0.05
C 0.773 0.121 0.589 -0.19
C -0.709 0.546 0.442 -0.15
O -1.178 -0.222 -0.680 -0.06
H -0.168 -1.353 -2.136 0.13
H 1.490 0.945 0.708 0.11
H 0.933 -0.558 1.440 0.11
H -1.355 0.276 1.280 0.12
H -0.792 1.623 0.233 0.12
```

## Properties
Electronic energy (Ha): -247.28400
SMILES: C1=NCCO1
Molar mass (g mol⁻¹): 71.1
Relative energy (zero: lowest compared OMol25 entry of this formula, charge and spin) (kcal/mol): 14.6
Lowest unoccupied orbital energy (hartree): 0.0376
Multiplicity: 1
Strongest force on any atom (eV/A): 0.6
Kohn-Sham gap (eV): 10.63
HOMO level (eV): -9.6



Record 3
Computed, not measured: C27H48OP2Pb as an isolated structure, with ωB97M-V with the def2-TZVPD basis set.

Structure (XYZ):
```
79
Properties=species:S:1:pos:R:3:lowdin_charge:R:1
P -0.145 2.521 0.180 0.72
P 0.537 0.477 -2.482 0.67
C 0.510 3.128 -1.423 -0.40
C 0.160 2.259 -2.659 -0.40
H 1.602 3.161 -1.310 0.08
H 0.183 4.164 -1.575 0.06
H -0.920 2.334 -2.852 0.08
H 0.673 2.634 -3.556 0.06
C 2.301 0.193 -2.807 -0.28
H 2.543 -0.878 -2.755 0.03
H 2.899 0.691 -2.037 0.04
H 2.594 0.573 -3.791 0.03
C -0.427 -0.510 -3.662 -0.26
H -0.282 -0.177 -4.697 0.05
H -1.492 -0.433 -3.413 0.05
H -0.172 -1.578 -3.605 0.02
C 0.785 3.287 1.544 -0.27
H 0.351 2.975 2.497 0.04
H 0.802 4.382 1.503 0.04
H 1.817 2.923 1.538 0.05
C -1.879 3.063 0.314 -0.26
H -2.493 2.554 -0.434 0.04
H -1.996 4.142 0.180 0.04
H -2.292 2.793 1.293 0.05
Pb -0.163 -0.269 0.136 1.07
C 0.552 4.874 -5.598 -0.11
C 1.827 4.567 -5.279 -0.12
C 2.886 5.522 -4.814 -0.19
C 2.392 6.855 -4.221 -0.21
C 1.504 6.691 -3.026 -0.10
C 0.162 6.529 -2.991 -0.12
C -0.765 6.515 -4.168 -0.19
C -0.129 6.208 -5.537 -0.21
C -0.501 -0.147 2.309 -0.38
H -0.096 4.103 -6.019 0.10
H 2.198 3.557 -5.463 0.10
H 3.580 5.754 -5.640 0.12
H 3.492 5.011 -4.050 0.11
H 3.291 7.362 -3.837 0.11
H 1.987 7.504 -5.006 0.10
H 2.057 6.781 -2.090 0.10
H -0.348 6.514 -2.026 0.09
H -1.293 7.481 -4.248 0.12
H -1.547 5.763 -3.977 0.11
H -0.968 6.130 -6.246 0.11
H 0.483 7.050 -5.881 0.10
H -1.265 -0.941 2.413 -0.01
H -0.839 0.764 2.799 -0.03
H 0.468 -0.472 2.726 -0.01
C -0.942 -3.624 -1.997 -0.08
C 0.359 -4.221 -1.450 -0.36
C 1.592 -3.381 -1.798 -0.08
C 0.262 -4.658 0.036 -0.14
C 0.281 -6.010 0.382 -0.06
C 0.138 -6.399 1.735 -0.10
C -0.023 -5.451 2.752 -0.08
C -0.019 -4.099 2.479 -0.11
C -0.206 -3.147 3.681 -0.38
C -1.573 -3.361 4.343 -0.07
C 0.880 -3.373 4.738 -0.07
C 0.142 -3.680 1.089 -0.32
O 0.195 -2.441 0.802 -0.33
H -1.162 -2.621 -1.598 0.03
H -1.783 -4.275 -1.739 0.08
H -0.920 -3.546 -3.091 0.07
H 0.499 -5.178 -1.970 0.12
H 1.595 -2.393 -1.315 0.03
H 2.493 -3.907 -1.472 0.08
H 1.682 -3.228 -2.883 0.07
H 0.405 -6.712 -0.432 0.09
H 0.146 -7.447 2.017 0.08
H -0.162 -5.670 3.800 0.09
H -0.140 -2.133 3.335 0.05
H -1.679 -4.421 4.596 0.07
H -1.689 -2.786 5.274 0.07
H -2.394 -3.091 3.668 0.08
H 1.873 -3.139 4.340 0.08
H 0.715 -2.776 5.646 0.07
H 0.873 -4.426 5.029 0.06
```

## Properties
Electronic energy (Ha): -2008.20498
Molar mass (g mol⁻¹): 657.8
Relative energy (zero: lowest compared OMol25 entry of this formula, charge and spin) (kcal/mol): 0.0
Lowest unoccupied orbital energy (spin up / spin down) (hartree): -0.0203 / -0.0204
Multiplicity: 1
Strongest force on any atom (eV/A): 3.7
Kohn-Sham gap (spin up / spin down) (eV): 5.25 / 5.25
HOMO level (spin up / spin down) (eV): -5.8 / -5.8



Record 4
Computed, not measured: C16H32ILiO8S4 as an isolated structure, with ωB97M-V with the def2-TZVPD basis set.

Structure (XYZ):
```
62
Properties=species:S:1:pos:R:3:lowdin_charge:R:1
Li -0.610 0.218 -0.880 0.42
I -2.719 1.598 -1.982 -0.35
C 2.529 -3.779 -1.589 -0.21
C 3.218 -2.889 -2.663 -0.23
C 2.248 -2.384 -3.673 -0.21
S 0.527 -2.673 -3.025 0.78
O -0.274 -3.022 -4.211 -0.34
O 0.113 -1.592 -2.086 -0.40
C 1.099 -4.186 -2.000 -0.17
H 2.572 -3.225 -0.652 0.11
H 3.199 -4.638 -1.547 0.11
H 3.891 -3.559 -3.197 0.11
H 3.850 -2.152 -2.166 0.11
H 2.385 -2.990 -4.568 0.10
H 2.295 -1.387 -4.111 0.10
H 0.975 -5.046 -2.657 0.10
H 0.412 -4.338 -1.167 0.08
C 2.503 4.179 -1.523 -0.20
C 3.844 3.444 -1.453 -0.22
C 3.455 1.979 -1.498 -0.22
S 2.024 1.822 -2.661 0.74
O 0.951 1.129 -1.931 -0.45
O 2.413 1.367 -4.003 -0.33
C 1.670 3.607 -2.704 -0.19
H 2.548 5.265 -1.610 0.12
H 1.934 4.067 -0.600 0.10
H 4.510 3.762 -0.651 0.12
H 4.472 3.507 -2.341 0.11
H 3.097 1.709 -0.505 0.10
H 4.215 1.239 -1.751 0.10
H 0.609 3.827 -2.587 0.11
H 2.013 3.953 -3.680 0.10
C -3.381 -3.819 2.157 -0.18
C -4.497 -2.721 2.153 -0.22
C -4.041 -1.727 1.127 -0.21
S -2.244 -1.359 1.576 0.76
O -2.264 -0.491 2.753 -0.34
O -1.408 -1.005 0.397 -0.46
C -1.943 -3.143 2.114 -0.17
H -3.433 -4.530 1.332 0.11
H -3.415 -4.360 3.103 0.10
H -4.467 -2.219 3.120 0.11
H -5.519 -3.016 1.915 0.12
H -4.480 -0.730 1.085 0.11
H -4.038 -2.171 0.131 0.11
H -1.411 -3.078 3.063 0.09
H -1.363 -3.599 1.311 0.08
C -0.939 2.954 4.208 -0.20
C -2.379 2.732 3.651 -0.20
C -2.312 2.725 2.105 -0.17
S -0.466 2.580 1.618 0.68
O 0.115 3.906 1.398 -0.33
O -0.168 1.458 0.767 -0.43
C -0.023 2.092 3.302 -0.23
H -0.796 2.748 5.269 0.11
H -0.791 4.028 4.093 0.11
H -3.041 3.484 4.080 0.11
H -2.742 1.785 4.050 0.10
H -2.648 3.579 1.517 0.10
H -2.781 1.819 1.722 0.06
H 1.045 2.251 3.151 0.09
H -0.139 1.013 3.402 0.09
```

## Properties
Electronic energy (Ha): -3128.75096
Molar mass (g mol⁻¹): 614.5
Relative energy (zero: lowest compared OMol25 entry of this formula, charge and spin) (kcal/mol): 0.0
Lowest unoccupied orbital energy (hartree): 0.0029
Multiplicity: 1
Strongest force on any atom (eV/A): 3.0
Kohn-Sham gap (eV): 6.63
HOMO level (eV): -6.5



Record 5
Computed, not measured: a 9-piece molecular cluster, C46H115N9O9 overall, with ωB97M-V with the def2-TZVPD basis set.

Structure (XYZ):
```
179
Properties=species:S:1:pos:R:3:lowdin_charge:R:1
C 16.123 13.989 8.448 -0.05
C 16.601 15.169 9.270 -0.49
C 18.082 14.826 9.648 -0.03
C 16.679 16.391 8.331 -0.14
C 15.286 16.988 8.044 -0.18
C 14.485 17.232 9.321 -0.15
C 14.440 16.070 10.317 -0.55
C 13.936 16.606 11.662 -0.04
C 13.405 15.038 9.828 -0.03
N 15.829 15.601 10.497 -0.04
O 15.675 14.406 11.326 -0.09
H 16.945 13.576 7.818 0.10
H 15.759 13.074 8.880 0.05
H 15.243 14.280 7.872 0.07
H 18.711 14.814 8.758 0.08
H 18.511 15.743 10.122 0.09
H 18.182 13.997 10.271 0.03
H 17.249 17.022 8.981 0.10
H 17.254 16.137 7.398 0.14
H 15.422 17.960 7.516 0.12
H 14.759 16.320 7.338 0.10
H 13.505 17.750 9.164 0.13
H 15.090 17.957 9.952 0.13
H 13.010 17.172 11.518 0.09
H 14.724 17.251 12.051 0.07
H 13.853 15.777 12.374 0.09
H 13.278 15.060 8.716 0.08
H 12.385 15.265 10.215 0.09
H 13.637 14.015 10.104 0.05
H 15.986 14.689 12.228 0.03
C 21.961 10.818 22.161 -0.04
C 21.318 12.047 21.499 -0.51
C 20.618 12.828 22.621 -0.04
C 22.453 12.885 20.881 -0.14
C 22.983 12.331 19.545 -0.17
C 21.795 11.986 18.651 -0.14
C 20.696 11.104 19.228 -0.50
C 19.449 11.101 18.218 -0.02
C 21.060 9.652 19.320 -0.04
N 20.264 11.723 20.480 -0.05
O 19.362 10.786 21.137 -0.05
H 22.496 10.232 21.392 0.07
H 22.586 11.063 23.026 0.09
H 21.120 10.176 22.455 0.08
H 20.116 12.071 23.272 0.09
H 21.302 13.430 23.209 0.08
H 19.803 13.485 22.320 0.08
H 22.158 13.926 20.710 0.12
H 23.233 12.925 21.674 0.12
H 23.582 13.050 19.070 0.09
H 23.669 11.504 19.725 0.11
H 22.132 11.660 17.703 0.09
H 21.262 12.988 18.473 0.14
H 19.652 10.779 17.180 0.08
H 19.022 12.066 18.182 0.05
H 18.705 10.418 18.712 0.07
H 22.146 9.534 19.244 0.09
H 20.566 9.017 18.646 0.06
H 20.972 9.204 20.277 0.06
H 18.498 11.050 20.810 0.08
C 14.418 8.342 12.941 -0.14
O 14.068 9.660 13.107 -0.23
C 12.914 10.141 12.372 -0.16
C 13.042 10.038 10.853 -0.44
C 14.346 10.583 10.354 -0.06
N 11.967 10.841 10.265 0.03
H 13.559 7.724 13.071 0.08
H 15.137 8.126 13.717 0.08
H 14.774 8.061 11.975 0.08
H 12.047 9.554 12.724 0.12
H 12.925 11.163 12.799 0.14
H 12.829 9.030 10.516 0.14
H 14.351 10.553 9.177 0.13
H 15.217 10.038 10.752 0.05
H 14.564 11.618 10.587 0.06
H 11.031 10.582 10.501 0.06
H 12.102 11.841 10.420 0.07
C 21.960 11.327 10.973 -0.10
O 21.716 11.511 12.316 -0.20
C 21.295 12.731 12.821 -0.20
C 21.129 12.445 14.300 -0.40
C 20.555 13.651 15.098 -0.04
N 22.398 12.082 14.964 0.05
H 22.037 10.251 10.805 0.09
H 22.864 11.790 10.595 0.09
H 21.131 11.644 10.386 0.06
H 22.125 13.449 12.746 0.14
H 20.394 13.140 12.437 0.11
H 20.511 11.586 14.479 0.10
H 21.316 14.386 15.202 0.07
H 20.140 13.336 16.052 0.06
H 19.663 14.049 14.600 0.04
H 23.171 12.719 14.772 0.08
H 22.783 11.185 14.697 0.05
C 19.104 6.532 10.620 -0.15
O 20.350 6.826 11.111 -0.18
C 20.323 7.612 12.288 -0.20
C 21.730 7.991 12.744 -0.43
C 22.441 6.754 13.301 -0.05
N 21.694 8.926 13.859 0.04
H 18.503 5.963 11.324 0.08
H 19.246 5.945 9.702 0.09
H 18.491 7.461 10.355 0.10
H 19.746 8.511 12.075 0.11
H 19.764 7.025 13.029 0.13
H 22.361 8.406 11.984 0.12
H 22.299 5.874 12.667 0.08
H 21.913 6.598 14.262 0.08
H 23.435 7.005 13.585 0.06
H 21.236 8.478 14.648 0.07
H 21.153 9.794 13.588 0.06
C 8.494 8.252 17.963 -0.11
O 9.285 9.401 17.775 -0.19
C 10.590 9.039 17.475 -0.25
C 11.450 10.246 17.243 -0.45
C 10.862 11.210 16.239 -0.04
N 12.747 9.757 16.868 0.05
H 8.410 7.719 16.955 0.11
H 7.507 8.577 18.265 0.08
H 8.918 7.541 18.680 0.09
H 10.973 8.394 18.298 0.13
H 10.572 8.359 16.604 0.13
H 11.566 10.729 18.178 0.13
H 9.863 11.530 16.352 0.06
H 11.098 10.821 15.195 0.09
H 11.549 12.084 16.138 0.08
H 12.772 9.522 15.878 0.08
H 13.472 10.465 17.036 0.07
C 15.142 12.298 18.457 -0.15
O 15.250 10.951 18.278 -0.24
C 15.560 10.285 19.502 -0.15
C 15.560 8.717 19.361 -0.45
C 16.409 8.164 18.233 -0.05
N 14.238 8.225 19.278 0.05
H 16.158 12.737 18.677 0.11
H 14.317 12.503 19.136 0.09
H 14.852 12.774 17.482 0.10
H 16.535 10.627 19.759 0.08
H 14.833 10.510 20.307 0.13
H 15.934 8.367 20.262 0.11
H 16.296 7.090 18.118 0.08
H 17.502 8.279 18.374 0.07
H 16.050 8.650 17.308 0.07
H 13.747 8.757 18.562 0.04
H 13.857 8.489 20.166 0.07
C 18.525 19.035 13.048 -0.09
O 17.812 18.171 13.932 -0.18
C 17.651 16.902 13.356 -0.26
C 16.956 16.011 14.290 -0.45
C 17.549 16.021 15.676 -0.04
N 16.934 14.670 13.691 0.06
H 18.589 19.980 13.540 0.07
H 17.947 19.248 12.112 0.10
H 19.513 18.594 12.842 0.09
H 17.130 16.887 12.307 0.14
H 18.668 16.488 13.205 0.13
H 15.981 16.370 14.343 0.12
H 18.617 15.730 15.661 0.07
H 17.093 15.226 16.321 0.08
H 17.409 16.997 16.194 0.09
H 17.832 14.413 13.270 0.09
H 16.663 13.996 14.411 0.08
C 18.140 10.815 10.643 -0.02
O 18.414 10.739 12.120 -0.20
C 17.217 10.712 12.892 -0.21
C 17.488 10.820 14.381 -0.42
C 18.002 9.479 14.934 -0.04
N 16.385 11.384 15.109 0.05
H 17.489 9.992 10.376 0.07
H 19.074 10.903 10.147 0.06
H 17.569 11.768 10.478 0.08
H 16.482 11.465 12.651 0.11
H 16.731 9.768 12.661 0.10
H 18.366 11.514 14.629 0.14
H 17.323 8.659 14.614 0.09
H 18.070 9.453 16.027 0.05
H 19.016 9.356 14.666 0.03
H 15.488 10.898 14.964 0.07
H 16.395 11.306 16.155 0.07
```

## Properties
Electronic energy (Ha): -2991.30223
SMILES: CC1(C)CCCC(C)(C)N1O.CC1(C)CCCC(C)(C)N1O.COC[C@H](C)N.COC[C@H](C)N.COC[C@H](C)N.COC[C@H](C)N.COC[C@H](C)N.COC[C@H](C)N.COC[C@H](C)N
Molar mass (g mol⁻¹): 938.5
Relative energy (zero: lowest compared OMol25 entry of this formula, charge and spin) (kcal/mol): 63.1
Lowest unoccupied orbital energy (hartree): 0.0189
Multiplicity: 1
Strongest force on any atom (eV/A): 3.7
Kohn-Sham gap (eV): 9.21
HOMO level (eV): -8.7



Record 6
Computed, not measured: a 2-piece molecular cluster, C12H24BrNO6PS overall, with ωB97M-V with the def2-TZVPD basis set.

Structure (XYZ):
```
46
Properties=species:S:1:pos:R:3:lowdin_charge:R:1
C 1.915 1.499 -2.660 -0.07
C 2.234 0.812 -1.333 -0.29
O 2.584 -0.551 -1.566 -0.20
P 2.676 -1.613 -0.347 0.51
O 3.863 -2.459 -0.505 -0.28
C 2.468 -0.781 1.231 -0.21
C 3.414 -1.280 2.381 -0.37
N 4.172 -0.190 2.953 -0.14
C 3.620 0.361 4.144 -0.40
C 2.131 0.692 4.038 -0.72
O 1.617 1.586 3.479 0.02
Br 0.864 -0.664 4.923 0.44
O 1.365 -2.538 -0.529 -0.21
C 0.103 -1.863 -0.590 -0.31
C -0.915 -2.700 0.160 -0.07
H 2.617 2.299 -2.883 0.06
H 1.885 0.778 -3.472 0.08
H 0.924 1.947 -2.605 0.05
H 3.068 1.331 -0.858 0.12
H 1.389 0.924 -0.656 0.09
H 1.435 -0.971 1.538 0.07
H 2.590 0.296 1.192 0.07
H 2.808 -1.839 3.106 0.06
H 4.121 -1.996 1.959 0.08
H 3.797 -0.219 5.073 0.07
H 4.077 1.345 4.303 0.09
H -0.197 -1.705 -1.624 0.11
H 0.163 -0.883 -0.115 0.08
H -0.701 -3.754 -0.007 0.08
H -0.836 -2.518 1.233 0.08
H -1.930 -2.469 -0.150 0.04
C -4.962 1.342 -2.054 -0.22
C -4.530 1.955 -0.714 -0.21
C -3.410 1.075 -0.144 -0.21
S -2.594 0.326 -1.561 0.67
O -2.783 -1.099 -1.523 -0.32
O -1.277 0.887 -1.710 -0.31
C -3.671 1.034 -2.807 -0.23
H -5.602 2.016 -2.621 0.11
H -5.518 0.419 -1.878 0.12
H -4.154 2.965 -0.883 0.12
H -5.361 2.027 -0.015 0.11
H -2.674 1.646 0.416 0.11
H -3.798 0.267 0.473 0.11
H -3.794 0.321 -3.619 0.11
H -3.194 1.942 -3.172 0.11
```

## Properties
Electronic energy (Ha): -4291.44531
Charge: -1
Molar mass (g mol⁻¹): 421.3
Lowest unoccupied orbital energy (hartree): 0.0688
Multiplicity: 1
Strongest force on any atom (eV/A): 0.9
Kohn-Sham gap (eV): 4.33
HOMO level (eV): -2.5



What did the first record say?
Computed, not measured: a 2-piece molecular cluster, C5H9NO2 overall, with ωB97M-V with the def2-TZVPD basis set.

Structure (XYZ):
```
17
Properties=species:S:1:pos:R:3:lowdin_charge:R:1
C 1.066 0.921 -0.719 -0.06
C 0.049 1.425 1.021 -0.18
C -0.461 -2.321 -0.855 -0.02
C 0.165 -1.059 -0.372 -0.33
N -1.243 1.802 0.584 0.00
O 0.227 0.000 -1.250 -0.08
C 0.483 -0.758 0.914 -0.24
O 0.927 -1.151 1.949 0.10
H -1.879 1.018 0.526 0.08
H -1.253 2.285 -0.303 0.07
H 1.004 1.874 -1.235 0.11
H 2.063 0.573 -0.467 0.11
H 0.707 2.286 1.102 0.09
H 0.012 1.047 2.040 0.09
H -0.578 -3.015 -0.023 0.09
H 0.156 -2.801 -1.621 0.08
H -1.446 -2.126 -1.291 0.08
```

## Properties
Electronic energy (Ha): -400.99977
Molar mass (g mol⁻¹): 115.1
Relative energy (zero: lowest compared OMol25 entry of this formula, charge and spin) (kcal/mol): 111.1
Lowest unoccupied orbital energy (hartree): 0.0231
Multiplicity: 1
Strongest force on any atom (eV/A): 2.1
Kohn-Sham gap (eV): 8.49
HOMO level (eV): -7.9



Question: Which value of multiplicity does entry 3 give?
Answer: 1